{
  "formula": "C5H13N2O3",
  "method": "ωB97M-V/def2-TZVPD",
  "max_force_ev_per_a": 4.41,
  "homo_energy_ev": -13.9,
  "total_charge": 1,
  "relative_energy_kcal_mol": 143.2,
  "mol_weight_g_mol": 149.170,
  "symbols": ["C", "C", "C", "C", "C", "N", "N", "O", "O", "O", "H", "H", "H", "H", "H", "H", "H", "H", "H", "H", "H", "H", "H"],
  "coordinates": [[1.05375, -1.21561, -0.27696], [1.49910, -0.06323, 0.72706], [-0.45479, 0.55156, -0.23063], [-0.93206, -1.14959, -1.93548], [-0.59480, 0.45140, 2.14639], [-0.13989, -0.60552, -0.80423], [0.27582, 0.74226, 0.96685], [0.27381, 2.02266, -0.95474], [-2.19938, 2.09552, 0.02357], [-1.74290, 0.79537, -0.29916], [1.84876, -1.39466, -0.99983], [0.90069, -2.14074, 0.28054], [1.76959, -0.56556, 1.68225], [2.29198, 0.63229, 0.22194], [-0.46185, -0.94198, -2.94466], [-0.69748, -2.30084, -1.74694], [-2.06380, -0.99944, -1.95565], [-0.38601, 1.09862, 3.01587], [-1.65805, 0.38014, 1.87577], [-0.34862, -0.57936, 2.45221], [0.44147, 1.76390, 0.97956], [0.69352, 1.75793, -1.80461], [-1.62010, 2.56221, -0.59808]],
  "forces_ev_per_a": [[0.6, 1.4, 1.2], [1.9, -0.7, -0.4], [0.8, 2.7, -3.4], [0.9, -3.3, -0.3], [0.1, -2.1, 1.4], [-1.2, -0.2, -1.0], [-0.6, 1.4, 1.8], [-0.5, -1.9, -0.2], [0.9, -0.1, 0.2], [-2.0, -1.0, -0.1], [-0.2, 0.1, -0.2], [-0.4, -0.1, -0.2], [0.4, 0.9, -0.7], [-1.4, -1.4, 1.4], [-0.6, 0.2, 1.2], [-1.1, 2.1, -0.9], [1.9, 0.1, 0.5], [-0.1, 0.0, -0.8], [0.5, 0.7, 0.0], [0.0, 0.4, 0.1], [0.6, -0.5, -0.2], [-0.6, 0.3, 0.7], [0.2, 0.9, -0.3]]
}

---

{
  "formula": "C5H13N2OP",
  "method": "ωB97M-V/def2-TZVPD",
  "max_force_ev_per_a": 3.84,
  "homo_energy_ev": -9.4,
  "smiles": "[H]/N=C/CCN[P@@H](=O)CC",
  "relative_energy_kcal_mol": 35.7,
  "mol_weight_g_mol": 148.146,
  "symbols": ["H", "N", "C", "C", "C", "N", "P", "O", "C", "C", "H", "H", "H", "H", "H", "H", "H", "H", "H", "H", "H", "H"],
  "coordinates": [[2.23654, -1.98870, 1.47418], [1.96797, -1.49138, 0.61531], [2.17681, -0.28196, 0.73228], [1.87097, 0.78181, -0.26415], [1.18894, 0.30450, -1.49028], [-0.11903, 0.94585, -1.65057], [-1.42060, 0.96173, -0.61108], [-2.74681, 1.54546, -1.00852], [-1.55503, -0.73310, 0.09321], [-2.17890, -0.83203, 1.38372], [2.73135, 0.09122, 1.61699], [1.16037, 1.42944, 0.41778], [2.76201, 1.47648, -0.31414], [1.83187, 0.45833, -2.39264], [1.03493, -0.71898, -1.40109], [-0.54159, 1.43497, -2.41593], [-0.83740, 1.58585, 0.40310], [-2.00645, -1.38174, -0.73283], [-0.50071, -0.92531, 0.22327], [-1.62324, -0.21695, 2.08908], [-3.28179, -0.58062, 1.45017], [-2.15021, -1.86487, 1.78214]],
  "forces_ev_per_a": [[0.0, 0.1, -0.5], [-0.9, -2.5, 0.0], [2.1, 2.0, 0.9], [-0.2, 2.1, 3.1], [-0.1, 1.9, -1.9], [-1.9, 0.4, -0.2], [-1.9, -1.8, 0.3], [1.8, -0.2, -0.5], [0.5, 0.5, -3.8], [-2.5, -0.7, 2.7], [-0.4, 0.2, -0.1], [1.0, -0.9, -1.5], [-0.8, -0.9, -0.5], [-0.8, 0.0, 0.6], [-0.1, -2.0, 0.1], [1.2, 0.0, -1.4], [0.5, 1.2, 2.0], [0.7, 0.7, 1.1], [0.5, -0.8, -0.2], [-0.2, 0.1, 0.3], [1.3, 0.1, -0.3], [0.2, 0.4, -0.2]]
}

---

{
  "formula": "C5H13N2OPS",
  "method": "ωB97M-V/def2-TZVPD",
  "max_force_ev_per_a": 5.51,
  "homo_energy_ev": [-6.5, -8.7],
  "spin_multiplicity": 3,
  "mol_weight_g_mol": 180.213,
  "s_squared": 2.009,
  "symbols": ["C", "C", "C", "C", "C", "N", "N", "O", "P", "S", "H", "H", "H", "H", "H", "H", "H", "H", "H", "H", "H", "H", "H"],
  "coordinates": [[-2.22732, -1.34860, -0.27110], [-2.18970, 0.13611, -0.61253], [-0.91622, -1.51130, 0.55968], [2.70355, 0.95692, 0.29971], [1.70233, 2.05708, -0.10380], [-1.29333, 0.37693, -1.73150], [0.09013, -1.87233, -0.38327], [0.42351, 1.48272, -0.38326], [0.36820, 0.35319, -1.53116], [1.60852, 0.69450, -3.02044], [-2.97950, -1.71163, 0.29216], [-2.16198, -1.94133, -1.08224], [-3.13044, 0.54584, -1.02436], [-1.84995, 0.80256, 0.15221], [-0.64421, -0.69569, 1.25244], [-0.71893, -2.33631, 1.26415], [3.63090, 1.46234, 0.63485], [2.40443, 0.46711, 1.30497], [2.90483, 0.13985, -0.40851], [2.31645, 2.38523, -1.00486], [1.64153, 2.75054, 0.69462], [-1.66930, 0.65829, -2.61872], [0.93252, -2.07193, 0.14505]],
  "forces_ev_per_a": [[3.3, 3.2, 3.1], [-1.5, 0.4, -2.2], [0.6, -1.5, -0.5], [0.0, -0.6, 3.4], [2.5, -2.4, -1.5], [1.3, -0.2, -0.8], [0.5, -0.7, 0.3], [0.6, 1.6, 0.5], [0.2, 0.8, -1.4], [-0.8, -0.1, -0.1], [-3.1, -0.5, 2.0], [0.4, -1.8, -2.9], [0.0, -0.4, 0.7], [-0.2, 0.0, 1.0], [-0.2, 0.4, -0.6], [-1.5, -0.4, 0.3], [-0.1, -0.3, -0.7], [0.0, 0.4, -1.5], [-0.1, 0.7, 0.0], [-1.9, 0.7, 0.6], [-0.4, 0.9, 0.4], [0.0, -0.1, -0.1], [0.5, 0.0, 0.0]]
}

---

What did the second record say?
{
  "formula": "C5H13N2OP",
  "method": "ωB97M-V/def2-TZVPD",
  "max_force_ev_per_a": 3.84,
  "homo_energy_ev": -9.4,
  "smiles": "[H]/N=C/CCN[P@@H](=O)CC",
  "relative_energy_kcal_mol": 35.7,
  "mol_weight_g_mol": 148.146,
  "symbols": ["H", "N", "C", "C", "C", "N", "P", "O", "C", "C", "H", "H", "H", "H", "H", "H", "H", "H", "H", "H", "H", "H"],
  "coordinates": [[2.23654, -1.98870, 1.47418], [1.96797, -1.49138, 0.61531], [2.17681, -0.28196, 0.73228], [1.87097, 0.78181, -0.26415], [1.18894, 0.30450, -1.49028], [-0.11903, 0.94585, -1.65057], [-1.42060, 0.96173, -0.61108], [-2.74681, 1.54546, -1.00852], [-1.55503, -0.73310, 0.09321], [-2.17890, -0.83203, 1.38372], [2.73135, 0.09122, 1.61699], [1.16037, 1.42944, 0.41778], [2.76201, 1.47648, -0.31414], [1.83187, 0.45833, -2.39264], [1.03493, -0.71898, -1.40109], [-0.54159, 1.43497, -2.41593], [-0.83740, 1.58585, 0.40310], [-2.00645, -1.38174, -0.73283], [-0.50071, -0.92531, 0.22327], [-1.62324, -0.21695, 2.08908], [-3.28179, -0.58062, 1.45017], [-2.15021, -1.86487, 1.78214]],
  "forces_ev_per_a": [[0.0, 0.1, -0.5], [-0.9, -2.5, 0.0], [2.1, 2.0, 0.9], [-0.2, 2.1, 3.1], [-0.1, 1.9, -1.9], [-1.9, 0.4, -0.2], [-1.9, -1.8, 0.3], [1.8, -0.2, -0.5], [0.5, 0.5, -3.8], [-2.5, -0.7, 2.7], [-0.4, 0.2, -0.1], [1.0, -0.9, -1.5], [-0.8, -0.9, -0.5], [-0.8, 0.0, 0.6], [-0.1, -2.0, 0.1], [1.2, 0.0, -1.4], [0.5, 1.2, 2.0], [0.7, 0.7, 1.1], [0.5, -0.8, -0.2], [-0.2, 0.1, 0.3], [1.3, 0.1, -0.3], [0.2, 0.4, -0.2]]
}